Molecular formula: CH2N4O2
Method: DFT, ωB97M-V with the def2-TZVPD basis set

Structure (XYZ):
```
9
Properties=species:S:1:pos:R:3
O -0.255 -0.255 -2.063
N 0.212 -0.167 -0.838
N 1.390 -0.167 -0.362
C 1.268 -0.035 0.918
N -0.031 0.025 1.317
N -0.679 0.059 0.191
O -1.990 0.188 -0.005
H 2.042 -0.129 1.743
H -1.958 0.481 -0.902
```

SMILES ... [O-][n+]1ncnn1O
LUMO (alpha / beta) ... 0.5 / 0.5 eV
Orbital gap (alpha / beta) ... 10.10 / 10.10 eV
HOMO level (alpha / beta) ... -9.5651 / -9.5647 eV

=====

Molecular formula: C33H87BF4N5O11
Method: DFT, ωB97M-V with the def2-TZVPD basis set

Structure (XYZ):
```
141
Properties=species:S:1:pos:R:3
C 0.097 1.753 -0.490
C -0.767 1.085 0.579
C 0.092 0.967 1.857
O -1.960 1.654 0.882
H 1.100 1.337 -0.606
H 0.175 2.831 -0.320
H -0.415 1.637 -1.458
H -0.882 0.009 0.267
H 0.806 0.125 1.769
H -0.445 0.632 2.752
H 0.650 1.841 2.206
C -0.661 7.646 0.539
O -0.880 6.690 1.526
C -0.492 5.364 1.184
C -0.670 4.522 2.391
N -2.059 3.988 2.502
H -2.791 4.666 2.279
H -1.954 3.391 1.661
C -2.385 3.099 3.643
C -2.922 3.910 4.788
O -2.088 4.980 5.168
C -0.913 4.588 5.853
H -1.126 8.549 0.918
H -1.169 7.472 -0.433
H 0.383 7.743 0.218
H 0.569 5.431 0.891
H -1.004 5.025 0.262
H -0.449 5.069 3.308
H 0.019 3.682 2.513
H -1.464 2.640 4.003
H -3.057 2.361 3.214
H -3.263 3.273 5.611
H -3.795 4.530 4.539
H -0.393 3.703 5.464
H -1.073 4.410 6.922
H -0.179 5.388 5.762
C 0.231 -6.988 -7.512
O -0.306 -6.302 -6.392
C 0.307 -5.035 -6.222
C -0.169 -4.506 -4.883
N 0.493 -3.187 -4.508
H 1.486 -3.104 -4.756
H 0.122 -2.535 -5.224
C 0.062 -2.613 -3.169
C 0.229 -1.128 -3.206
O 1.469 -0.777 -3.784
C 1.435 0.566 -4.300
H -0.163 -7.988 -7.367
H 1.314 -6.941 -7.653
H -0.147 -6.602 -8.468
H -0.102 -4.394 -7.022
H 1.392 -5.184 -6.260
H 0.219 -5.183 -4.120
H -1.222 -4.256 -4.839
H 0.764 -3.059 -2.456
H -0.866 -3.139 -2.971
H 0.306 -0.768 -2.191
H -0.610 -0.647 -3.712
H 0.439 0.877 -4.637
H 2.159 0.640 -5.106
H 1.676 1.279 -3.505
C -4.092 5.344 -1.458
O -4.236 3.947 -1.596
C -3.163 3.377 -2.284
C -3.432 1.919 -2.493
N -3.832 1.323 -1.178
H -2.980 1.229 -0.537
H -4.335 2.037 -0.626
C -4.532 -0.001 -1.184
C -3.559 -1.170 -1.406
O -2.784 -0.993 -2.613
C -3.466 -1.376 -3.772
H -5.086 5.784 -1.381
H -3.630 5.872 -2.298
H -3.535 5.587 -0.548
H -2.228 3.658 -1.784
H -3.058 3.808 -3.292
H -2.520 1.414 -2.787
H -4.220 1.737 -3.218
H -5.448 -0.012 -1.759
H -4.772 -0.037 -0.117
H -4.080 -2.124 -1.501
H -2.812 -1.200 -0.615
H -3.247 -0.762 -4.648
H -4.542 -1.505 -3.634
H -3.156 -2.373 -4.148
C -1.171 -6.292 4.214
O -0.468 -5.619 5.254
C -1.281 -4.805 6.026
C -0.331 -4.057 6.921
N 0.430 -3.090 6.083
H 1.351 -2.820 6.437
H 0.592 -3.666 5.233
C -0.337 -1.851 5.719
C -0.344 -1.628 4.207
O -0.514 -2.855 3.561
C -0.929 -2.736 2.200
H -0.447 -6.626 3.469
H -1.950 -5.686 3.758
H -1.521 -7.238 4.641
H -1.975 -5.427 6.602
H -1.942 -4.135 5.461
H 0.330 -4.859 7.254
H -0.829 -3.627 7.781
H 0.047 -0.985 6.267
H -1.319 -1.853 6.197
H 0.564 -1.138 3.856
H -1.223 -0.983 4.097
H -1.755 -2.044 2.044
H -1.166 -3.764 1.913
H -0.065 -2.487 1.565
C 4.541 2.418 -1.951
O 4.150 1.271 -2.687
C 5.022 0.990 -3.782
C 5.176 -0.520 -3.915
N 5.388 -1.017 -2.518
H 6.250 -0.588 -2.163
H 4.601 -0.661 -1.945
C 5.441 -2.485 -2.396
C 5.069 -2.905 -0.981
O 4.145 -2.002 -0.513
C 3.780 -2.146 0.836
H 5.521 2.300 -1.456
H 3.929 2.644 -1.079
H 4.649 3.276 -2.617
H 6.019 1.438 -3.825
H 4.445 1.350 -4.648
H 6.006 -0.835 -4.542
H 4.274 -1.011 -4.272
H 6.369 -2.909 -2.757
H 4.593 -2.854 -2.975
H 5.964 -2.976 -0.346
H 4.703 -3.938 -1.031
H 3.735 -3.200 1.146
H 2.825 -1.698 1.067
H 4.595 -1.734 1.439
B 2.555 3.531 4.027
F 1.882 4.211 5.068
F 3.828 3.100 4.419
F 1.741 2.357 3.725
F 2.649 4.359 2.887
```

LUMO ... -6.8 eV
Orbital gap ... 7.23 eV
Net charge ... +3
HOMO level ... -13.9969 eV

=====

Molecular formula: C2H2BrF3O
Method: DFT, ωB97M-V with the def2-TZVPD basis set

Structure (XYZ):
```
9
Properties=species:S:1:pos:R:3
O -1.070 0.866 1.112
C -0.129 0.237 0.624
Br 1.628 0.628 0.303
C -0.276 -1.375 0.497
F -0.566 -1.718 -0.861
F 0.954 -1.897 0.603
F -1.319 -1.986 1.199
H 0.537 2.336 -1.655
H 0.241 2.909 -1.822
```

SMILES ... O=C(Br)C(F)(F)F.[H][H]
LUMO ... -0.7 eV
Orbital gap ... 10.92 eV
HOMO level ... -11.6670 eV

=====

Molecular formula: C31H54HgN3OP2
Method: DFT, ωB97M-V with the def2-TZVPD basis set

Structure (XYZ):
```
92
Properties=species:S:1:pos:R:3
C 2.303 1.946 -1.571
C 1.568 2.576 0.541
C 3.531 2.567 -1.393
C 2.740 3.315 0.757
C 3.757 3.280 -0.244
H 4.257 2.518 -2.176
H 2.757 4.018 1.615
H 4.603 3.989 -0.121
N 1.465 1.831 -0.572
P 0.963 -0.431 -2.507
P -0.393 1.410 2.265
C 2.171 0.964 -2.793
H 2.031 1.493 -3.778
H 3.203 0.519 -2.838
C 0.259 2.930 1.303
H 0.563 3.651 2.105
C -1.922 2.230 3.251
C 0.276 -0.208 3.274
C -0.296 -0.242 -3.854
C 2.122 -1.997 -2.727
C -3.154 1.648 2.506
H -3.252 0.566 2.664
H -4.088 2.123 2.876
H -3.077 1.835 1.428
C -2.008 1.967 4.767
H -2.055 0.903 5.033
H -1.150 2.476 5.264
H -2.923 2.457 5.153
C -1.886 3.767 3.120
H -2.898 4.174 3.287
H -1.147 4.234 3.798
H -1.594 4.054 2.105
C -0.910 -1.161 3.624
H -1.296 -1.653 2.716
H -0.534 -1.949 4.307
H -1.736 -0.657 4.151
C 1.288 -0.998 2.403
H 0.758 -1.429 1.537
H 2.123 -0.362 2.059
H 1.701 -1.847 2.978
C 0.986 0.307 4.533
H 0.297 0.762 5.248
H 1.517 -0.530 5.026
H 1.722 1.078 4.233
C 1.290 -3.303 -2.775
H 1.971 -4.168 -2.802
H 0.660 -3.391 -1.870
H 0.664 -3.326 -3.684
C 3.025 -1.966 -1.430
H 3.596 -1.015 -1.358
H 2.422 -2.107 -0.517
H 3.768 -2.782 -1.464
C 3.039 -1.940 -3.972
H 3.637 -2.863 -3.989
H 2.449 -1.963 -4.900
H 3.720 -1.086 -3.968
C -0.858 1.191 -3.709
H -0.113 1.952 -4.007
H -1.743 1.273 -4.358
H -1.177 1.404 -2.672
C -1.434 -1.268 -3.640
H -1.817 -1.195 -2.602
H -2.245 -1.020 -4.341
H -1.080 -2.303 -3.805
C 0.362 -0.428 -5.234
H 1.278 0.168 -5.356
H 0.555 -1.489 -5.456
H -0.355 -0.089 -5.998
Hg -0.332 -0.082 -0.390
C 2.006 -4.210 0.942
O 1.640 -5.029 1.658
N -1.497 1.998 -0.237
C -0.925 3.016 0.181
C -1.259 4.499 -0.332
C -0.541 5.640 0.433
C -0.797 4.603 -1.802
C -2.775 4.482 -0.173
H -1.169 5.909 1.329
H 0.506 5.426 0.648
H -0.533 6.566 -0.182
H -1.324 3.841 -2.438
H -1.118 5.572 -2.199
H 0.307 4.483 -1.952
H -3.221 5.399 -0.542
H -3.204 3.683 -0.793
H -3.075 4.311 0.861
C -1.700 -5.239 0.374
C -1.240 -3.854 0.468
N -0.888 -2.745 0.472
H -1.818 -5.520 -0.699
H -2.672 -5.360 0.879
H -0.956 -5.922 0.848
```

LUMO ... -2.8 eV
Orbital gap ... 5.96 eV
Net charge ... +1
HOMO level ... -8.7939 eV

=====

Molecular formula: ClHN2O2
Method: DFT, ωB97M-V with the def2-TZVPD basis set

Structure (XYZ):
```
6
Properties=species:S:1:pos:R:3
O -1.241 -1.174 0.120
N -0.072 -0.734 0.033
O 1.029 -1.251 0.052
N -0.122 0.593 -0.106
Cl 1.379 1.419 0.089
H -0.974 1.148 -0.188
```

SMILES ... O=[N+]([O-])NCl
LUMO ... 0.0 eV
Orbital gap ... 10.78 eV
HOMO level ... -10.7515 eV

=====

Molecular formula: C26H41CrN6P2S5
Method: DFT, ωB97M-V with the def2-TZVPD basis set

Structure (XYZ):
```
81
Properties=species:S:1:pos:R:3
Cr -0.303 0.930 0.372
C 0.481 3.871 -1.863
P 0.604 3.189 -0.183
C 2.322 3.571 0.287
C -0.351 4.337 0.875
C -1.855 4.189 0.655
P -2.421 2.420 0.491
C -3.793 2.358 1.689
C -3.278 2.506 -1.116
H 0.795 4.916 -1.873
H -0.539 3.798 -2.237
H 1.122 3.301 -2.536
H 2.489 4.647 0.231
H 3.024 3.076 -0.383
H 2.518 3.233 1.305
H -0.023 5.367 0.715
H -0.090 4.069 1.904
H -2.156 4.708 -0.257
H -2.402 4.658 1.473
H -4.506 3.150 1.457
H -3.409 2.514 2.697
H -4.306 1.396 1.652
H -3.999 3.326 -1.094
H -3.790 1.577 -1.352
H -2.546 2.679 -1.904
C 3.802 -0.134 1.509
C 2.432 0.044 1.459
N 1.793 0.337 0.321
C 2.500 0.459 -0.802
C 3.883 0.326 -0.849
C 4.534 0.021 0.342
C 4.642 0.630 -2.080
C 4.317 0.295 -3.326
C 3.178 -0.554 -3.752
C 2.955 -1.817 -3.225
C 1.896 -2.534 -3.757
N 1.109 -2.044 -4.710
C 1.399 -0.817 -5.128
N 2.402 -0.047 -4.713
H 4.281 -0.372 2.448
H 1.817 -0.053 2.344
H 1.938 0.702 -1.697
H 5.613 -0.077 0.355
H 5.525 1.242 -1.930
H 4.919 0.685 -4.139
H 3.598 -2.234 -2.462
H 1.675 -3.536 -3.413
H 0.758 -0.403 -5.899
C -1.874 -3.515 -3.858
S -1.094 -3.740 -2.242
C -2.144 -2.763 -1.240
C -2.122 -1.420 -1.115
S -1.015 -0.263 -1.819
S -3.375 -0.799 -0.070
C -4.068 -2.281 0.483
S -5.283 -2.341 1.589
S -3.339 -3.631 -0.291
H -1.241 -4.024 -4.583
H -1.909 -2.456 -4.102
H -2.871 -3.950 -3.868
C -1.453 0.345 3.512
N -1.120 -1.063 3.588
C -2.193 -1.835 4.233
C -0.548 -1.618 2.463
N -0.509 -0.967 1.332
N -0.047 -2.871 2.592
C 0.382 -3.602 1.412
C 0.372 -3.441 3.866
H -1.740 0.685 4.507
H -2.284 0.520 2.822
H -0.590 0.931 3.190
H -3.165 -1.520 3.842
H -2.169 -1.677 5.311
H -2.083 -2.895 4.029
H -0.023 -1.509 0.624
H 1.340 -3.233 1.026
H -0.366 -3.550 0.619
H 0.501 -4.650 1.677
H 0.267 -2.714 4.664
H 1.423 -3.728 3.799
H -0.212 -4.331 4.109
```

LUMO (alpha / beta) ... -2.7 / -2.9 eV
Multiplicity ... 5
Orbital gap (alpha / beta) ... 6.67 / 6.70 eV
Net charge ... +1
Expectation value of S² ... 6.03
HOMO level (alpha / beta) ... -9.4202 / -9.5604 eV

=====

Molecular formula: C36H33Cl5HgN5O2SSb
Method: DFT, ωB97M-V with the def2-TZVPD basis set

Structure (XYZ):
```
84
Properties=species:S:1:pos:R:3
Hg 0.239 0.037 0.523
C 0.195 -2.886 -1.641
C 0.559 -3.361 -0.263
C 0.108 -4.586 0.225
C 0.486 -4.986 1.494
C 1.296 -4.153 2.254
C 1.692 -2.930 1.718
N 1.334 -2.558 0.478
Sb 2.864 -1.526 2.893
C 3.696 -0.423 1.211
C 5.077 -0.286 1.312
C 5.747 0.471 0.363
C 5.023 1.058 -0.654
C 3.640 0.866 -0.708
C 2.837 1.503 -1.808
N 3.006 0.125 0.206
C 1.097 -0.753 3.886
C 1.264 -0.479 5.243
C 0.225 0.127 5.927
C -0.950 0.414 5.248
C -1.058 0.076 3.902
C -2.294 0.390 3.109
N -0.046 -0.512 3.251
H 0.687 -3.498 -2.404
H -0.885 -2.943 -1.797
H 0.505 -1.849 -1.762
H -0.539 -5.204 -0.386
H 0.144 -5.936 1.892
H 1.618 -4.436 3.249
H 5.607 -0.745 2.136
H 6.820 0.612 0.429
H 5.513 1.668 -1.403
H 3.119 1.083 -2.778
H 1.772 1.352 -1.655
H 3.035 2.578 -1.846
H 2.202 -0.709 5.733
H 0.331 0.386 6.974
H -1.779 0.896 5.751
H -3.118 0.683 3.761
H -2.083 1.214 2.422
H -2.590 -0.460 2.496
C -5.977 -1.408 -0.236
C -5.227 -0.092 -0.412
N -4.376 -0.076 -1.590
C -4.981 0.411 -2.826
C -4.791 1.912 -3.023
C -3.054 -0.413 -1.571
S -2.399 -1.148 -0.149
N -2.435 -0.278 -2.731
C -1.150 -0.040 -2.981
O -0.320 0.524 -2.250
C -0.722 -0.457 -4.368
C 0.595 -0.846 -4.585
C 1.023 -1.220 -5.852
C 0.138 -1.179 -6.924
C -1.172 -0.764 -6.717
C -1.602 -0.414 -5.444
H -6.603 -1.369 0.660
H -5.262 -2.223 -0.127
H -6.620 -1.612 -1.098
H -4.613 0.094 0.465
H -5.939 0.732 -0.508
H -6.044 0.161 -2.795
H -4.526 -0.125 -3.656
H -5.244 2.475 -2.202
H -5.250 2.239 -3.961
H -3.725 2.143 -3.055
H 1.281 -0.851 -3.747
H 2.049 -1.536 -6.004
H 0.472 -1.458 -7.917
H -1.858 -0.711 -7.555
H -2.620 -0.089 -5.275
Cl 3.597 6.901 3.937
C 3.196 5.253 3.580
C 2.177 4.946 2.674
Cl 1.311 6.235 1.910
C 1.853 3.628 2.383
Cl 0.589 3.252 1.256
C 2.534 2.518 2.976
O 2.233 1.323 2.702
C 3.574 2.888 3.897
Cl 4.448 1.587 4.638
C 3.888 4.203 4.188
Cl 5.152 4.557 5.315
```

LUMO (alpha / beta) ... 2.5 / 1.7 eV
Multiplicity ... 2
Orbital gap (alpha / beta) ... 6.52 / 6.41 eV
Net charge ... -1
Expectation value of S² ... 0.75
HOMO level (alpha / beta) ... -3.9819 / -4.7307 eV

=====

Molecular formula: C2H8O2Si
Method: DFT, ωB97M-V with the def2-TZVPD basis set

Structure (XYZ):
```
13
Properties=species:S:1:pos:R:3
C 1.215 0.476 1.670
C 0.253 0.989 0.495
O 0.284 0.159 -0.609
Si -1.071 -1.121 -1.046
O -1.167 -0.911 -2.673
H 1.156 1.267 2.384
H 0.714 -0.495 2.087
H 2.221 0.334 1.334
H 0.678 2.047 0.272
H -0.773 1.158 0.729
H -0.637 -2.472 -0.686
H -2.549 -0.875 -0.933
H -0.325 -0.557 -3.025
```

SMILES ... CCO[SiH2]O
LUMO ... 0.8 eV
Orbital gap ... 10.61 eV
HOMO level ... -9.8622 eV

=====

Molecular formula: H14NaO8
Method: DFT, ωB97M-V with the def2-TZVPD basis set

Structure (XYZ):
```
23
Properties=species:S:1:pos:R:3
Na -2.840 1.792 -2.243
O 0.010 -0.863 -0.271
H 0.502 -0.140 -0.706
O -0.467 5.412 -0.853
H -1.355 5.007 -0.904
O -3.790 -1.787 4.496
H -4.611 -1.452 4.135
H -3.248 -1.971 3.729
O 4.095 -1.970 1.300
H 4.087 -2.340 2.183
H 3.174 -1.796 1.105
O 3.753 4.984 -3.062
H 3.002 5.223 -2.518
H 3.993 4.106 -2.768
O -0.541 2.398 2.903
H -0.658 1.650 2.317
H -0.259 3.111 2.329
O -1.013 -1.996 -4.735
H -1.969 -1.951 -4.753
H -0.790 -2.000 -3.805
O -0.602 -5.415 0.837
H -0.774 -4.478 0.740
H 0.303 -5.524 0.544
```

LUMO ... -0.1 eV
Orbital gap ... 3.50 eV
Net charge ... -1
HOMO level ... -3.5959 eV

=====

Molecular formula: C8H9NO2S
Method: DFT, ωB97M-V with the def2-TZVPD basis set

Structure (XYZ):
```
21
Properties=species:S:1:pos:R:3
C 1.252 2.016 -0.804
C 0.416 2.850 -0.114
C 1.011 0.657 -0.850
C -0.590 2.420 0.699
C -0.124 0.234 -0.184
C -0.880 1.077 0.619
C -0.593 -1.214 -0.235
C -0.065 -1.913 1.065
N -2.023 -1.230 -0.312
O -3.363 1.283 0.417
O -2.545 -0.651 -1.447
S -2.429 0.357 1.110
H 2.175 2.521 -1.268
H 0.604 3.944 -0.171
H 1.539 -0.198 -1.315
H -1.097 3.166 1.334
H -0.165 -1.684 -1.188
H -0.080 -1.148 1.924
H 0.987 -2.206 0.873
H -0.490 -2.846 1.208
H -3.499 -0.772 -1.204
```

LUMO (alpha / beta) ... 0.2 / 0.2 eV
Orbital gap (alpha / beta) ... 8.65 / 8.65 eV
HOMO level (alpha / beta) ... -8.4945 / -8.4934 eV

=====

Molecular formula: C2H4N2O2
Method: DFT, ωB97M-V with the def2-TZVPD basis set

Structure (XYZ):
```
10
Properties=species:S:1:pos:R:3
C 0.138 1.025 0.172
N 1.594 0.640 0.973
C -1.195 -1.209 -0.775
O 1.351 1.423 -0.206
N -0.090 -0.554 -0.755
O -0.769 1.348 0.907
H 1.605 1.281 1.765
H 0.749 -1.061 -0.462
H -1.470 -1.789 -1.655
H -1.914 -1.103 0.037
```

LUMO (alpha / beta) ... -1.8 / -1.8 eV
Orbital gap (alpha / beta) ... 6.36 / 6.36 eV
HOMO level (alpha / beta) ... -8.1751 / -8.1755 eV